Formula: C28H85N5O16
Source: the OMol25 dataset
Level of theory: ωB97M-V/def2-TZVPD

Structure (ORCA input):
```
! RIJCOSX wB97M-V def2-TZVPD def2/J DEFGRID3
* xyz 0 1
C -11.190 7.136 2.702
O -10.876 5.978 3.426
C -12.014 5.225 3.833
C -11.635 4.391 5.026
C -10.460 3.432 4.926
N -12.833 3.566 5.355
H -10.303 7.473 2.166
H -11.530 7.947 3.356
H -11.965 6.977 1.943
H -12.841 5.899 4.074
H -12.371 4.547 3.047
H -11.511 5.109 5.848
H -10.349 2.819 5.817
H -9.508 3.945 4.776
H -10.626 2.853 4.013
H -13.262 3.932 6.197
H -12.536 2.622 5.566
C -15.361 1.133 3.830
O -16.639 0.913 3.239
C -17.599 0.405 4.149
C -18.285 -0.845 3.588
C -19.207 -0.538 2.406
N -19.206 -1.347 4.643
H -15.282 2.068 4.383
H -14.592 1.109 3.057
H -15.090 0.257 4.430
H -17.115 0.166 5.100
H -18.338 1.198 4.323
H -17.525 -1.573 3.306
H -18.686 0.119 1.702
H -20.180 -0.109 2.656
H -19.560 -1.382 1.805
H -18.644 -1.418 5.500
H -19.794 -0.550 4.879
C -12.260 -1.963 10.575
O -12.111 -0.626 10.958
C -12.114 0.267 9.851
C -11.156 1.424 10.108
C -9.742 0.980 10.515
N -11.682 2.265 11.189
H -11.740 -2.259 9.657
H -13.316 -2.236 10.443
H -11.835 -2.609 11.347
H -11.804 -0.269 8.946
H -13.124 0.639 9.654
H -11.023 2.040 9.217
H -9.563 -0.036 10.144
H -9.635 0.959 11.598
H -8.886 1.533 10.128
H -12.513 2.741 10.860
H -11.920 1.742 12.021
C -8.623 -3.131 7.275
O -8.803 -3.922 6.129
C -9.996 -4.660 6.163
C -9.982 -5.710 5.061
C -11.363 -6.167 4.590
N -9.245 -6.918 5.509
H -9.211 -2.203 7.228
H -7.580 -2.816 7.244
H -8.869 -3.625 8.219
H -10.071 -5.195 7.124
H -10.941 -4.103 6.112
H -9.436 -5.330 4.195
H -12.054 -5.353 4.341
H -11.961 -6.705 5.337
H -11.255 -6.891 3.782
H -9.140 -7.505 4.693
H -9.777 -7.360 6.246
C -16.116 -4.876 4.706
O -15.280 -4.252 3.751
C -15.459 -4.672 2.377
C -16.446 -3.838 1.566
C -17.907 -4.099 1.996
N -16.304 -4.131 0.140
H -16.295 -5.930 4.472
H -17.113 -4.443 4.855
H -15.628 -4.764 5.676
H -14.426 -4.492 2.076
H -15.678 -5.742 2.373
H -16.255 -2.776 1.748
H -17.962 -3.858 3.056
H -18.315 -5.074 1.739
H -18.503 -3.336 1.488
H -17.211 -4.037 -0.299
H -15.702 -3.519 -0.396
O -10.929 -2.487 -0.706
C -12.147 -2.950 -0.098
C -12.301 -4.449 -0.218
O -11.066 -5.155 -0.220
H -10.440 -3.300 -0.883
H -12.108 -2.732 0.977
H -13.021 -2.417 -0.469
H -12.759 -4.703 -1.185
H -12.993 -4.818 0.543
H -11.265 -6.082 -0.067
O -18.045 -1.591 7.294
C -16.694 -1.645 7.721
C -16.517 -2.661 8.866
O -16.195 -3.942 8.313
H -18.637 -1.972 7.947
H -15.994 -1.778 6.896
H -16.408 -0.658 8.117
H -17.438 -2.752 9.448
H -15.674 -2.419 9.510
H -16.935 -4.257 7.783
O -14.230 0.282 -0.450
C -13.818 1.284 0.498
C -12.959 0.720 1.602
O -12.587 1.639 2.584
H -13.933 0.581 -1.310
H -13.368 2.084 -0.097
H -14.751 1.712 0.879
H -12.140 0.132 1.161
H -13.574 -0.041 2.112
H -12.723 1.247 3.457
O -12.401 0.186 4.951
C -11.993 -1.147 4.595
C -13.041 -2.066 5.202
O -13.087 -1.985 6.625
H -12.688 0.139 5.876
H -11.884 -1.256 3.520
H -11.106 -1.337 5.214
H -12.806 -3.103 4.936
H -14.009 -1.859 4.738
H -13.380 -2.815 7.025
O -13.776 0.899 7.156
H -14.079 0.157 7.692
H -14.102 1.685 7.607
O -13.343 -4.539 7.907
H -14.155 -4.572 8.429
H -12.741 -5.165 8.322
O -9.495 0.193 2.969
H -10.106 -0.423 3.388
H -8.974 -0.350 2.368
*
```

ΔE to the lowest compared entry with this formula, charge and spin: 1.305 eV
Orbital gap: 8.74 eV
E: -2595.19395 Ha
Structure (SMILES): COC[C@H](C)N.COC[C@H](C)N.COC[C@H](C)N.COC[C@H](C)N.COC[C@H](C)N.OCCO.OCCO.OCCO.OCCO.O.O.O
Lowest unoccupied orbital energy: -0.0758 eV

These are the Mulliken partial charges, in e, on atoms 1 to 5: C -0.789; O -0.325; C -0.614; C 0.688; C -1.385

Formula: C4H8S
Source: the OMol25 dataset
Level of theory: ωB97M-V/def2-TZVPD

Structure (ORCA input):
```
! RIJCOSX wB97M-V def2-TZVPD def2/J DEFGRID3
* xyz 0 1
C -0.604 0.264 0.312
C 0.379 -0.488 -0.488
C -0.704 1.728 -0.074
C 1.210 -1.544 0.105
S -2.287 -0.579 -0.006
H -0.436 0.147 1.383
H 0.345 -0.358 -1.559
H -1.424 2.251 0.551
H -1.016 1.819 -1.114
H 0.272 2.198 0.041
H 1.831 -1.118 0.899
H 1.845 -2.018 -0.640
H 0.588 -2.303 0.588
*
```

ΔE to the lowest compared entry with this formula, charge and spin: 2.024 eV
Orbital gap: 6.49 eV
E: -555.29554 Ha
Lowest unoccupied orbital energy: -1.5326 eV

These are the natural (NBO) partial charges, in e, on atoms 1 to 5: C -0.403; C 0.168; C -0.609; C -0.719; S -0.264

Formula: C43H31BrGdIN7O2S
Source: the OMol25 dataset
Level of theory: ωB97M-V/def2-TZVPD

Structure (ORCA input):
```
! RIJCOSX wB97M-V def2-TZVPD def2/J DEFGRID3
* xyz 1 8
Gd -0.292 -0.076 0.029
N 0.670 -4.675 6.021
C 0.122 -4.600 4.757
C -1.239 -4.411 4.601
C -1.752 -4.017 3.390
C -0.835 -3.667 2.426
C 0.435 -4.250 2.405
C 0.921 -4.651 3.647
S -1.363 -2.689 1.088
O -2.454 -3.392 0.424
O -1.572 -1.341 1.691
N -0.069 -2.256 0.241
C 0.761 -2.905 -0.699
N 0.625 -4.207 -0.864
C 1.261 -4.773 -1.878
C 2.052 -4.089 -2.754
C 2.190 -2.725 -2.449
N 1.666 -2.147 -1.367
H 0.064 -4.406 6.794
H 1.663 -4.652 6.084
H -1.939 -4.624 5.387
H -2.813 -3.832 3.289
H 1.079 -4.276 1.513
H 1.960 -5.036 3.737
H 1.029 -5.828 -1.915
H 2.551 -4.560 -3.638
H 2.920 -2.211 -3.045
C 0.429 -0.753 -4.594
C 0.588 -0.084 -3.378
N -0.401 0.175 -2.519
C -1.640 -0.008 -3.037
C -1.936 -0.407 -4.383
C -0.831 -0.920 -5.133
C -3.216 -0.305 -4.913
C -4.291 0.079 -4.134
C -4.121 0.274 -2.719
C -5.277 0.369 -1.850
C -4.986 0.415 -0.483
C -3.683 0.176 0.000
N -2.615 0.160 -0.768
C -2.823 0.201 -2.127
H 1.303 -1.066 -5.159
H 1.570 0.131 -3.016
H -0.956 -1.428 -6.058
H -3.403 -0.543 -5.960
H -5.280 0.236 -4.533
H -6.270 0.418 -2.245
H -5.786 0.648 0.231
H -3.508 0.166 1.040
C -1.633 4.478 -0.031
C -1.343 4.870 1.282
C -0.451 4.117 2.058
C 0.045 2.882 1.595
C -0.320 2.461 0.259
C -1.026 3.317 -0.520
C 0.745 1.943 2.465
C 0.937 2.170 3.835
C 1.483 1.212 4.664
C 2.013 -0.001 4.110
C 2.668 -0.996 4.815
C 3.250 -2.084 4.159
C 3.272 -2.156 2.768
C 2.630 -1.165 1.994
C 1.903 -0.153 2.667
N 1.101 0.756 1.937
H -2.229 5.085 -0.730
H -1.859 5.749 1.713
H -0.238 4.418 3.088
H -1.201 3.065 -1.581
H 0.659 3.102 4.291
H 1.500 1.364 5.724
H 2.649 -0.922 5.927
H 3.766 -2.862 4.748
H 3.732 -2.954 2.214
H 2.679 -1.142 0.886
Br 4.874 5.182 -1.630
C 3.116 5.404 -2.398
C 2.902 6.569 -3.156
C 1.754 6.763 -3.909
C 0.917 5.656 -4.108
C 1.110 4.499 -3.354
C 2.171 4.361 -2.456
I 2.326 2.783 -1.014
H 3.605 7.360 -2.927
H 1.573 7.793 -4.330
H 0.057 5.716 -4.748
H 0.352 3.723 -3.489
*
```

Expectation value of S²: 16.092
Orbital gap (spin up / spin down): 3.55 / 5.00 eV
E: -6226.13205 Ha
Lowest unoccupied orbital energy (spin up / spin down): -3.1215 / -4.2839 eV

These are the Mulliken partial charges, in e, on atoms 1 to 5: Gd -0.188; N -0.424; C 0.073; C -0.367; C -1.035

Formula: C3H8N2S
Source: the OMol25 dataset
Level of theory: ωB97M-V/def2-TZVPD

Structure (ORCA input):
```
! RIJCOSX wB97M-V def2-TZVPD def2/J DEFGRID3
* xyz 0 1
C -1.081 1.272 -0.329
C -1.079 -0.161 0.497
C 1.778 -0.457 -0.630
N -0.197 2.168 0.099
N 0.136 -0.332 1.215
S 1.329 0.743 0.640
H -0.899 0.955 -1.495
H -2.029 1.773 -0.336
H -1.941 -0.246 1.163
H -0.982 -0.927 -0.332
H 1.313 -1.485 -0.282
H 2.831 -0.385 -0.912
H 1.277 -0.205 -1.581
H 0.190 -0.189 2.176
*
```

ΔE to the lowest compared entry with this formula, charge and spin: 5.538 eV
Orbital gap (spin up / spin down): 7.80 / 7.81 eV
E: -626.61977 Ha
Lowest unoccupied orbital energy (spin up / spin down): 0.2798 / 0.2787 eV

These are the natural (NBO) partial charges, in e, on atoms 1 to 5: C -0.307; C -0.270; C -0.820; N -0.505; N -0.763

Formula: C7H17N
Source: the OMol25 dataset
Level of theory: ωB97M-V/def2-TZVPD

Structure (ORCA input):
```
! RIJCOSX wB97M-V def2-TZVPD def2/J DEFGRID3
* xyz 0 1
C 2.581 0.669 -0.524
C 1.091 0.955 -0.634
C 0.092 -0.197 0.084
C 0.579 -1.580 -0.331
C 0.175 -0.026 1.596
C -1.271 0.122 -0.506
C -2.375 -0.890 0.236
N -1.773 1.452 -0.366
H 2.865 -0.196 -1.120
H 3.157 1.523 -0.886
H 2.880 0.484 0.507
H 0.872 1.905 -0.143
H 0.823 1.045 -1.690
H 1.595 -1.742 0.020
H -0.047 -2.357 0.099
H 0.561 -1.690 -1.414
H 1.216 -0.015 1.914
H -0.324 -0.847 2.105
H -0.281 0.908 1.924
H -1.274 -0.135 -1.569
H -2.558 -0.539 1.248
H -3.290 -0.785 -0.342
H -2.108 -1.941 0.254
H -1.770 1.777 0.592
H -1.414 2.098 -1.054
*
```

ΔE to the lowest compared entry with this formula, charge and spin: 0.543 eV
Orbital gap: 9.69 eV
E: -331.65093 Ha
Structure (SMILES): CCC(C)(C)[C@@H](C)N
Lowest unoccupied orbital energy: 0.9099 eV

These are the natural (NBO) partial charges, in e, on atoms 1 to 5: C -0.617; C -0.392; C -0.028; C -0.620; C -0.626

Formula: C2H7N2
Source: the OMol25 dataset
Level of theory: ωB97M-V/def2-TZVPD

Structure (ORCA input):
```
! RIJCOSX wB97M-V def2-TZVPD def2/J DEFGRID3
* xyz 1 1
C 0.208 -1.495 -0.536
C 0.325 -0.227 -0.312
N 0.533 2.157 1.577
N -0.904 -1.997 -1.225
H 1.042 -2.193 -0.386
H -0.146 0.669 -0.674
H 1.334 2.733 1.770
H -0.257 2.699 1.269
H 0.747 1.319 1.073
H -1.648 -2.292 -0.592
H -1.234 -1.373 -1.965
*
```

ΔE to the lowest compared entry with this formula, charge and spin: 6.297 eV
Orbital gap: 5.04 eV
E: -189.44896 Ha
Lowest unoccupied orbital energy: -8.8412 eV

These are the natural (NBO) partial charges, in e, on atoms 1 to 5: C -0.099; C 0.279; N -1.002; N -0.650; H 0.272

Formula: C31H64N2O4S2
Source: the OMol25 dataset
Level of theory: ωB97M-V/def2-TZVPD

Structure (ORCA input):
```
! RIJCOSX wB97M-V def2-TZVPD def2/J DEFGRID3
* xyz 0 1
C 3.123 1.581 3.214
C 3.301 1.052 1.671
C 2.471 -0.315 1.311
C 3.515 -1.571 1.441
C 3.093 -2.877 0.487
S 4.686 -3.925 0.376
O 5.358 -3.484 -0.971
O 4.336 -5.436 0.416
O 5.686 -3.425 1.707
C 4.844 -3.394 2.914
C 3.822 -2.071 2.971
C 2.490 -2.602 3.797
C 1.724 -1.441 4.664
C 0.516 -2.202 5.530
C -0.966 -2.076 4.815
S -1.144 -3.226 3.339
C -2.519 -2.685 2.187
N -3.505 -3.791 1.767
N -4.386 -3.156 0.890
C -3.993 -1.679 0.762
O -2.789 -1.355 1.587
H 2.065 1.356 3.686
H 4.027 1.213 3.860
H 3.209 2.770 3.166
H 4.473 0.929 1.478
H 2.951 1.887 0.907
H 2.190 -0.236 0.154
H 1.454 -0.447 1.875
H 4.547 -1.192 0.975
H 2.807 -2.398 -0.564
H 2.183 -3.479 0.909
H 4.105 -4.327 2.823
H 5.435 -3.542 3.916
H 4.410 -1.226 3.574
H 1.812 -3.176 3.036
H 2.901 -3.391 4.589
H 2.420 -0.880 5.435
H 1.184 -0.618 4.031
H 0.802 -3.347 5.611
H 0.515 -1.794 6.640
H -1.796 -2.399 5.609
H -1.116 -0.952 4.515
H -4.506 -0.828 0.106
C -7.944 3.762 2.004
C -8.783 2.950 1.029
C -8.449 1.456 1.048
C -7.016 1.106 0.630
C -6.609 1.590 -0.764
C -7.441 0.971 -1.876
H -6.878 3.709 1.761
H -8.239 4.815 1.970
H -8.083 3.402 3.028
H -8.673 3.357 0.019
H -9.841 3.073 1.294
H -9.158 0.929 0.401
H -8.619 1.066 2.060
H -6.898 0.016 0.676
H -6.311 1.514 1.362
H -5.557 1.331 -0.930
H -6.667 2.682 -0.826
H -7.357 -0.120 -1.863
H -7.091 1.325 -2.851
H -8.498 1.237 -1.787
C 5.621 3.217 -1.046
C 4.782 2.406 -2.020
C 5.116 0.912 -2.001
C 6.549 0.562 -2.419
C 6.956 1.046 -3.814
C 6.124 0.426 -4.926
H 6.687 3.165 -1.288
H 5.326 4.270 -1.079
H 5.482 2.858 -0.021
H 4.892 2.813 -3.031
H 3.724 2.528 -1.755
H 4.407 0.384 -2.649
H 4.946 0.522 -0.990
H 6.667 -0.528 -2.373
H 7.254 0.970 -1.687
H 8.008 0.786 -3.979
H 6.898 2.137 -3.875
H 6.208 -0.665 -4.912
H 6.474 0.781 -5.900
H 5.067 0.693 -4.837
C 0.208 0.955 -2.237
C -0.555 0.921 -3.552
C -2.009 1.381 -3.414
C -2.881 0.515 -2.498
C -2.963 -0.963 -2.886
C -3.593 -1.186 -4.253
H -0.232 0.281 -1.496
H 1.245 0.643 -2.393
H 0.217 1.967 -1.819
H -0.508 -0.086 -3.980
H -0.047 1.581 -4.266
H -2.459 1.426 -4.413
H -2.022 2.410 -3.034
H -3.894 0.936 -2.484
H -2.514 0.587 -1.469
H -3.565 -1.487 -2.135
H -1.971 -1.425 -2.859
H -4.606 -0.774 -4.285
H -3.656 -2.257 -4.468
H -3.006 -0.723 -5.049
*
```

Orbital gap: 8.50 eV
E: -2426.01848 Ha
Structure (SMILES): CCC[C@@H]1CS(=O)(=O)OC[C@@H]1CCCCSc1nnco1.CCCCCC.CCCCCC.CCCCCC
Lowest unoccupied orbital energy: -0.4625 eV

These are the Mulliken partial charges, in e, on atoms 1 to 5: C -1.022; C -0.371; C 0.567; C -0.818; C -0.543

Formula: C12H33LiN3O3
Source: the OMol25 dataset
Level of theory: ωB97M-V/def2-TZVPD

Structure (ORCA input):
```
! RIJCOSX wB97M-V def2-TZVPD def2/J DEFGRID3
* xyz 1 1
Li 6.894 7.482 10.011
C 5.425 10.950 9.219
C 6.378 10.052 10.068
C 7.141 10.765 11.236
O 6.264 11.482 12.136
C 6.913 12.233 13.142
N 5.554 8.936 10.482
H 5.915 11.740 8.650
H 4.621 11.257 9.888
H 5.004 10.290 8.461
H 7.111 9.618 9.388
H 7.941 11.454 10.965
H 7.653 10.012 11.837
H 7.752 11.701 13.591
H 6.107 12.257 13.876
H 7.265 13.241 12.921
H 4.687 9.037 9.975
H 5.251 9.162 11.419
C 7.373 7.208 5.694
C 6.801 7.201 7.117
C 5.932 6.014 7.585
O 5.647 6.257 8.981
C 4.498 5.469 9.355
N 7.885 7.521 8.063
H 8.087 6.392 5.588
H 7.854 8.172 5.527
H 6.610 7.061 4.929
H 6.093 8.023 7.222
H 6.533 5.113 7.465
H 5.166 5.871 6.823
H 4.303 5.521 10.426
H 4.630 4.414 9.118
H 3.635 5.892 8.841
H 8.631 6.840 8.053
H 8.379 8.342 7.746
C 7.897 6.246 14.008
C 7.832 7.075 12.654
C 9.176 7.290 11.999
O 9.019 8.036 10.787
C 10.272 8.314 10.215
N 6.868 6.435 11.732
H 6.875 6.073 14.344
H 8.597 6.547 14.787
H 8.336 5.272 13.790
H 7.383 8.014 12.975
H 9.618 6.335 11.712
H 9.880 7.772 12.677
H 10.904 8.822 10.944
H 10.019 8.921 9.346
H 10.710 7.390 9.836
H 5.925 6.345 12.084
H 7.032 5.442 11.646
*
```

ΔE to the lowest compared entry with this formula, charge and spin: 1.241 eV
Orbital gap: 10.16 eV
E: -874.34341 Ha
Lowest unoccupied orbital energy: -2.2108 eV

These are the natural (NBO) partial charges, in e, on atoms 1 to 5: Li 0.835; C -0.617; C -0.069; C -0.073; O -0.560